No. 1
20
Properties=species:S:1:pos:R:3 method="wB97M-V/def2-TZVPD" gap_ev="8.2 / 8.2" energy_ev=-45170.469 multiplicity=1
C -0.29 1.12 1.49
C -1.29 -1.64 0.63
C 0.72 0.08 -1.34
C -2.76 3.76 -0.51
N -2.16 0.66 -0.90
F -1.42 3.77 -0.36
F -3.09 4.83 -1.19
F -3.29 3.52 0.73
Si -0.74 0.07 -0.09
S -2.95 1.64 -1.71
Cl -1.79 2.55 -3.22
H -0.24 2.14 1.33
H -1.18 0.90 2.19
H 0.52 0.74 1.97
H -1.75 -1.42 1.62
H -2.07 -2.07 0.09
H -0.50 -2.25 0.81
H 1.48 -0.72 -1.24
H 0.44 -0.13 -2.33
H 1.45 0.95 -1.28

No. 2
9
Properties=species:S:1:pos:R:3 method="wB97M-V/def2-TZVPD" smiles=N#C[C@@H](Cl)CI gap_ev=10.3 energy_ev=-25271.754 multiplicity=1
N 0.19 -2.62 -0.01
C 0.44 -1.50 0.02
C 0.48 -0.05 0.38
Cl 2.23 0.38 0.18
C -0.53 0.86 -0.47
I -2.50 0.80 0.18
H 0.22 -0.05 1.51
H -0.07 1.82 -0.35
H -0.44 0.38 -1.45

No. 3
15
Properties=species:S:1:pos:R:3 method="wB97M-V/def2-TZVPD" smiles="CC1=NCCN1O" gap_ev=9.4 energy_ev=-9300.223 multiplicity=1
C 1.97 -0.95 -0.12
C 0.59 -0.59 -0.04
N -0.40 -1.29 0.29
C -1.85 -0.68 -0.04
C -1.25 0.84 -0.09
N 0.11 0.81 -0.47
O 0.84 1.97 0.10
H 2.41 -0.63 0.76
H 2.46 -0.41 -0.96
H 1.95 -2.07 -0.26
H -1.85 -0.82 -1.16
H -2.94 -0.95 0.46
H -1.31 1.27 0.86
H -1.79 1.79 -0.55
H 1.08 1.70 1.23

Computed F_max, in the same sequence as the records: 5.13 3.43 6.42 eV/A.
Computed ΔE to the lowest compared entry with this formula, charge and spin, in the same sequence as the records: 0.00 34.59 595.34 kJ/mol.